The following is a DFT calculation (ωB97M-V with the def2-TZVPD basis set) of C22H25HfN7O6 as an isolated structure.

The geometry in XYZ format:
```
61
Properties=species:S:1:pos:R:3:forces:R:3
Hf 0.75541 -0.47957 0.33258 1.5806 2.0580 0.6187
O 1.88454 -1.12135 -1.44573 0.1869 0.3786 0.0200
C 3.14953 -1.76472 -1.69469 0.3524 -1.4484 -1.0803
C 4.19872 -1.10073 -0.84056 1.2607 0.4670 0.1337
N 3.72147 -1.08581 0.53283 -1.1724 -1.2281 -0.0282
C 4.23370 -0.02825 1.35714 0.4116 1.3419 -0.7225
C 3.28766 1.14532 1.05244 2.1158 1.6833 0.1292
O 3.71874 2.22659 0.65526 -1.1231 -1.5149 0.4583
O 2.02736 0.85906 1.25231 -1.0847 -0.3095 -0.4872
C 3.57620 -2.43153 1.08289 0.8938 1.0213 1.9094
C 2.20963 -3.04851 1.02841 -0.2550 -3.0933 -1.1989
O 2.07357 -4.26451 0.88435 -0.1424 2.7299 0.4730
O 1.17033 -2.19949 1.03377 0.5507 -1.7250 1.0206
H 1.27505 -1.16116 -2.19013 0.3623 -0.2452 -0.3037
H 3.02498 -2.85391 -1.49535 0.1323 0.6900 0.0246
H 3.33111 -1.66889 -2.77431 0.3075 0.0420 0.3937
H 5.26354 -1.56624 -0.87609 -1.7932 0.4835 -0.4415
H 4.26883 -0.05272 -1.19182 0.2106 -0.4152 0.2327
H 4.19060 -0.26776 2.41263 -0.0293 -0.1372 0.1442
H 5.26497 0.31660 1.08539 -0.7262 -0.5157 0.2650
H 4.27188 -3.07484 0.55689 0.1045 -0.5827 0.4153
H 3.78980 -2.38671 2.20922 0.1283 -0.2629 -1.5325
N -0.66891 -3.55492 -0.81490 -0.8260 -0.9082 -0.4712
C -1.20248 -2.54478 -1.51662 -0.0691 -2.0122 0.4282
N -2.16660 -2.83752 -2.40624 1.2990 0.1192 1.0301
C -2.60921 -1.81693 -3.13572 -0.7719 -1.6387 0.5468
N -3.56786 -2.12459 -4.01300 0.2973 1.0984 0.1276
N -2.16752 -0.56894 -2.97922 1.6422 2.0880 0.6421
C -1.21270 -0.36132 -2.07210 -0.5863 -0.5279 -0.5914
N -0.68461 -1.31505 -1.25133 -1.0884 1.4284 -0.8905
C -0.57783 0.99526 -1.95452 -0.6202 1.0054 -0.7349
C -1.03112 1.98984 -2.79675 -0.0891 0.2251 0.2180
C -0.46810 3.25557 -2.76385 0.6363 -0.4270 1.6756
C 0.47870 3.54888 -1.76165 -0.5065 -0.5951 -0.8905
C 0.89474 2.51870 -0.94981 0.6189 -1.0178 -0.3698
N 0.41567 1.25476 -1.08443 -0.5464 -0.0613 0.1448
H -1.11117 -4.48104 -0.95825 0.7184 0.9427 0.2072
H 0.12688 -3.45599 -0.18121 -0.6285 -0.1574 -0.2439
H -3.98078 -3.04080 -3.98835 0.1076 -0.0939 -0.0470
H -4.00848 -1.38843 -4.54010 -0.0171 -0.0708 -0.0622
H -1.88058 1.78640 -3.41027 -0.1581 -0.1670 -0.5631
H -0.82604 3.96600 -3.45060 -0.2089 1.0095 -0.6688
H 0.97369 4.48935 -1.61386 -0.1424 0.4361 -0.2614
H 1.76872 2.64004 -0.29913 -0.5749 -0.0185 0.0809
C -0.16812 2.06926 3.15769 0.2247 -0.0785 0.2097
C -1.12441 1.14124 2.45111 1.6814 -0.6698 -1.4031
O -0.59505 0.25620 1.62707 -1.7222 1.3671 1.7133
C -2.54826 1.26304 2.54536 0.7535 -0.7870 0.0955
C -3.35316 0.44792 1.73461 -1.2902 -0.6661 0.0470
C -4.73639 0.69410 1.69601 0.3298 -0.1653 -0.7505
C -5.26794 1.76440 2.40704 0.8011 0.1532 0.5951
C -4.46496 2.48874 3.29318 0.3167 -0.6103 -0.3139
C -3.11900 2.18544 3.41841 0.1352 1.7244 0.7105
H 0.67811 1.47781 3.63409 -1.1958 0.7704 -0.4193
H -0.76970 2.68443 3.84556 0.9257 -0.4696 0.0506
H 0.32564 2.81401 2.47655 -0.4915 -0.9353 0.1548
H -2.89703 -0.44740 1.28240 -0.3819 0.7566 -0.1527
H -5.45907 0.15988 1.06142 0.7960 -0.1607 0.3119
H -6.31157 2.01046 2.33294 -0.2467 0.0089 -0.1075
H -4.88625 3.28428 3.85524 -0.3043 0.4529 0.5339
H -2.48483 2.76081 4.15578 -1.0890 -0.7658 -1.0259
```
Positions in Å, forces in eV/Å.

Summary:
Molar mass: 661.975 g mol⁻¹
Charge: +2
Energy: -1735.8511 Ha
E_HOMO: -14.70 eV
LUMO level: -7.13 eV

Results of the Löwdin charge analysis, in e, for atoms 1 through 4: 1.7448, -0.1706, -0.1329, -0.1295